# C23H23NO6

The molecule C23H23NO6 (ωB97M-V/def2-TZVPD, the Open Molecules 2025 dataset).

```
53
Properties=species:S:1:pos:R:3:forces:R:3
C 6.84079 5.65311 3.26373 0.03 0.18 0.03
O 6.64343 4.27890 3.03551 -0.04 -0.28 -0.04
C 5.37852 3.78133 3.11950 -0.14 -0.11 0.00
C 4.24283 4.52781 3.41260 0.38 0.10 -0.03
C 3.00301 3.91444 3.45948 -0.28 -0.46 -0.11
C 2.87646 2.55436 3.21872 0.36 0.36 -0.03
O 1.62298 2.00155 3.35692 -0.12 -0.05 0.19
C 1.18427 1.04491 2.49820 -0.02 -0.15 -0.45
C 1.63529 0.89614 1.23411 0.01 0.40 0.60
O 1.17868 -0.01669 0.35644 0.00 -0.14 -0.23
C 0.18078 -0.83980 0.74390 -0.64 -0.35 0.59
C -0.27239 -1.76643 -0.19775 0.09 -0.04 -0.21
C -1.29408 -2.63456 0.14099 0.18 0.31 0.26
O -1.82269 -3.57133 -0.68577 -0.03 -0.04 0.16
C -1.31136 -3.69741 -1.99742 0.24 -0.05 -0.19
C -1.51414 -2.47438 -2.90634 0.13 -0.20 0.30
O -0.56828 -2.03676 -3.53868 0.31 -0.10 -0.14
N -2.74007 -1.92935 -2.95546 -0.19 0.29 0.01
C -3.95442 -2.46269 -2.38015 -0.32 -0.49 0.00
C -4.91666 -2.88495 -3.49353 -0.09 0.29 0.16
C -5.20884 -1.70171 -4.41207 0.14 -0.23 -0.19
C -3.89858 -1.14246 -4.95989 -0.13 0.15 0.24
C -2.96752 -0.77594 -3.80652 0.25 0.20 -0.41
C -1.86348 -2.58121 1.42589 -0.04 -0.05 -0.06
C -1.41202 -1.67100 2.34185 0.05 -0.01 -0.18
C -0.38156 -0.77576 2.02283 0.19 0.02 -0.35
C 0.09119 0.19459 3.01472 0.18 0.11 0.01
O -0.36157 0.28922 4.14001 0.08 0.04 -0.14
C 4.01377 1.79972 2.94349 -0.21 0.00 0.11
C 5.24758 2.41000 2.89220 0.10 0.25 0.01
H 7.91059 5.81965 3.14816 -0.09 0.04 0.02
H 6.29934 6.26404 2.53409 0.01 -0.02 0.04
H 6.53774 5.94055 4.27563 0.00 0.00 -0.04
H 4.30541 5.58667 3.60587 0.04 0.09 0.01
H 2.11902 4.48644 3.69293 -0.11 0.05 0.02
H 2.42042 1.50548 0.80831 -0.05 -0.04 0.02
H 0.19269 -1.76143 -1.16935 0.05 -0.04 -0.18
H -1.82740 -4.56179 -2.42655 0.08 0.10 0.05
H -0.23539 -3.90733 -1.97982 -0.18 0.09 -0.04
H -3.73497 -3.30421 -1.72747 -0.02 0.15 -0.01
H -4.41953 -1.67430 -1.77563 0.02 -0.08 0.04
H -5.83863 -3.26083 -3.04822 -0.01 -0.07 0.01
H -4.46304 -3.69220 -4.07268 0.01 -0.09 0.01
H -5.85760 -2.01377 -5.23195 -0.07 0.05 0.02
H -5.72958 -0.92409 -3.84824 -0.07 0.04 0.01
H -4.08464 -0.25807 -5.57004 0.04 0.01 -0.06
H -3.41093 -1.89219 -5.58589 0.05 0.00 -0.06
H -1.99789 -0.44233 -4.17857 -0.16 0.03 0.11
H -3.41562 0.01904 -3.20012 0.02 -0.01 -0.01
H -2.65564 -3.27352 1.66128 -0.10 -0.08 0.04
H -1.83438 -1.61264 3.33306 -0.04 0.00 0.09
H 3.93080 0.73493 2.78555 0.01 -0.08 -0.02
H 6.13731 1.83826 2.68219 0.11 -0.08 -0.02
```
Positions in Å, forces in eV/Å.

SMILES: COc1ccc(Oc2coc3cc(OCC(=O)N4CCCCC4)ccc3c2=O)cc1
energy relative to the best compared isomer or geometry (same formula, charge and spin): 71.6 kcal/mol
HOMO: -8.1 eV
DFT total energy: -37998.59312 eV
gap between HOMO and LUMO: 8.491 eV
E_LUMO: 0.41 eV

# C4H5IrO5

A structure of composition C4H5IrO5 at a distorted geometry (ωB97M-V/def2-TZVPD, the Open Molecules 2025 dataset).

```
15
Properties=species:S:1:pos:R:3:forces:R:3
O 0.70199 1.35695 -1.19669 1.17 0.33 -1.47
O -0.64883 2.83789 -0.21365 1.86 -1.60 0.23
C 0.03033 1.82170 -0.19358 -3.93 1.83 0.99
C -0.21904 0.79036 0.90761 -0.45 1.40 0.94
O 0.58029 -0.35795 0.68732 -0.80 0.10 0.77
C 0.25927 -1.46881 1.51277 -0.21 -1.33 0.81
Ir 1.84287 -0.24337 -0.88450 2.29 -0.56 -1.19
H -1.28527 0.51549 0.88604 0.34 0.05 -0.05
H 0.00665 1.23480 1.88910 -0.03 -0.21 -0.25
H 0.68410 -2.36026 1.03921 -0.07 0.20 0.18
H 0.69068 -1.32964 2.51447 -0.09 0.04 -0.36
H -0.83191 -1.57754 1.59477 0.34 0.10 -0.14
O 0.21070 -0.99992 -2.27018 0.56 0.45 0.06
C -0.54605 -0.28516 -2.83445 -3.33 -1.29 -1.79
O -1.47577 0.06546 -3.43826 2.33 0.48 1.27
```
Positions in Å, forces in eV/Å.

energy relative to the best compared isomer or geometry (same formula, charge and spin): 5.1 kcal/mol
total charge: +1
HOMO (spin up / spin down): -13.1 / -14.8 eV
⟨S²⟩: 8.7575
DFT total energy: -17291.40251 eV
spin multiplicity: 6
gap between HOMO and LUMO (spin up / spin down): 9.126 / 6.818 eV
E_LUMO (spin up / spin down): -3.98 / -8.00 eV

# CH5NO4P

A cluster of 2 separate species, CH5NO4P in total at a distorted geometry (ωB97M-V/def2-TZVPD, the Open Molecules 2025 dataset).

```
12
Properties=species:S:1:pos:R:3:forces:R:3
C -0.29366 -0.27922 0.08252 0.30 2.99 2.03
N -0.17094 -0.68888 -1.17208 0.31 -1.02 -2.48
O 1.89955 1.02054 -0.65465 0.30 -0.09 -0.31
O -0.18286 2.34094 0.09722 0.75 -0.04 0.06
O 1.27682 1.24850 1.86510 0.05 -0.22 0.76
O 0.63575 -1.92781 1.32273 0.23 -2.13 0.49
P 0.89489 1.09243 0.43966 -2.00 -0.36 -0.98
H -1.20591 -0.46997 0.61951 -0.13 -0.04 0.12
H -0.59041 -1.55206 -1.47780 0.12 -0.13 -0.02
H -0.31988 2.72860 0.95970 -0.18 0.38 0.35
H 0.74199 -0.42869 -1.54203 -0.12 -0.22 -0.30
H 1.22746 -1.33107 1.78435 0.39 0.88 0.28
```
Positions in Å, forces in eV/Å.

energy relative to the best compared isomer or geometry (same formula, charge and spin): 0.0 kcal/mol
total charge: -1
HOMO (spin up / spin down): -1.5 / -5.3 eV
⟨S²⟩: 2.0066
DFT total energy: -20086.92033 eV
spin multiplicity: 3
gap between HOMO and LUMO (spin up / spin down): 5.609 / 7.216 eV
E_LUMO (spin up / spin down): 4.13 / 1.93 eV

# C2H9NO2

A cluster of 2 separate species, C2H9NO2 in total at a distorted geometry (ωB97M-V/def2-TZVPD, the Open Molecules 2025 dataset).

```
14
Properties=species:S:1:pos:R:3:forces:R:3
C 0.81746 -0.41143 0.25453 0.32 0.66 -0.25
O 0.50731 0.86440 0.86676 1.06 -2.55 0.71
C -0.33366 1.62944 0.10565 -0.73 -0.25 0.12
N 0.25382 2.93334 -0.00061 -0.81 1.01 -0.68
H 1.70510 -0.24032 -0.37747 -0.25 -0.31 0.06
H -0.01472 -0.74169 -0.38968 0.23 0.02 0.30
H 1.04698 -1.21625 0.97299 -0.22 0.72 0.06
H -0.45959 1.16334 -0.89051 0.02 0.62 0.13
H -1.31477 1.59990 0.61751 -0.07 0.27 -0.26
H 0.36830 3.39436 0.90880 -0.16 -0.52 -0.31
H -0.46578 3.46642 -0.50128 0.60 0.33 0.12
O -0.89449 -4.43636 -0.32020 0.60 0.91 -0.62
H 0.07540 -4.33306 -0.45019 -1.05 -0.09 0.11
H -1.29134 -3.67213 -0.79634 0.46 -0.82 0.50
```
Positions in Å, forces in eV/Å.

SMILES: COCN.O
energy relative to the best compared isomer or geometry (same formula, charge and spin): 19.4 kcal/mol
HOMO: -9.4 eV
DFT total energy: -7803.88446 eV
gap between HOMO and LUMO: 10.040 eV
E_LUMO: 0.63 eV

# C12H21N9

The molecule C12H21N9 at a distorted geometry (ωB97M-V/def2-TZVPD, the Open Molecules 2025 dataset).

```
42
Properties=species:S:1:pos:R:3:forces:R:3
C -2.18288 -3.97854 -0.30756 -1.38 0.40 2.17
C -2.41433 -2.44853 -0.37776 0.12 -0.57 -0.56
N -1.46878 -1.68896 0.43652 2.01 0.75 -1.96
C -1.71003 -1.41125 1.80252 0.84 -1.33 0.92
C -2.75517 -0.38826 1.87411 0.75 1.81 1.93
C -0.46223 -0.84832 -0.14548 -1.65 -2.66 -0.80
N 0.37074 -1.47029 -0.94227 1.07 -2.70 -1.47
C 1.47236 -0.88062 -1.32620 -0.63 3.47 2.23
C 2.61852 -1.57013 -1.90690 0.51 -0.18 -1.03
N 2.72461 -2.79909 -2.19402 -0.34 -4.57 0.38
N 3.98678 -3.06448 -2.74356 -2.86 1.39 0.08
N 4.51704 -1.93261 -2.92740 1.95 1.16 0.60
N 3.75995 -1.01703 -2.33012 -0.52 3.54 0.07
N 1.70061 0.44038 -0.98741 0.29 -0.83 -0.74
C 0.68976 1.02851 -0.32248 2.03 1.54 -1.07
N 0.75620 2.33883 0.14452 2.36 -0.76 -0.85
C -0.08424 3.46638 -0.28151 2.13 -0.18 0.03
C -0.35202 3.37857 -1.76157 -0.53 -0.47 0.36
C 1.74250 2.40271 1.19847 2.50 0.77 -0.01
C 1.17174 2.11338 2.59219 0.38 0.48 0.58
N -0.34185 0.42239 0.08189 -4.05 -1.11 2.30
H -1.18432 -4.34163 -0.34482 1.17 0.42 0.37
H -2.61347 -4.50604 -1.11000 -1.15 -0.36 -1.14
H -2.69554 -4.34759 0.63426 0.80 0.11 -0.96
H -2.32368 -2.14952 -1.44412 -0.02 0.13 0.74
H -3.47487 -2.22541 -0.04002 1.18 -0.11 -0.42
H -1.98085 -2.35833 2.35190 0.40 0.81 -0.47
H -0.73801 -1.05228 2.19029 -0.55 -0.21 0.24
H -2.62108 0.17431 0.96940 -0.47 0.85 0.03
H -2.59148 0.21448 2.79878 -0.44 -0.02 -0.76
H -3.68650 -0.84262 1.93793 -1.97 -0.53 -0.05
H 3.83591 0.03380 -2.27004 0.81 -1.73 -0.57
H 0.45434 4.44456 -0.14299 -0.11 -1.04 0.37
H -0.92057 3.45987 0.36682 -1.44 0.40 0.21
H -0.72717 4.32709 -2.08189 -0.82 0.40 -0.39
H 0.55871 3.24865 -2.31424 0.64 -0.27 -0.09
H -1.01729 2.53921 -1.98044 -0.12 0.30 -0.25
H 2.74040 1.75535 1.13100 -2.37 0.77 -0.78
H 2.16626 3.40813 0.96543 -0.08 -0.19 1.50
H 2.00078 2.08944 3.37211 -1.12 0.18 -0.89
H 0.64871 1.13149 2.61995 0.38 0.61 -0.15
H 0.43047 2.90395 2.81473 0.31 -0.46 0.32
```
Positions in Å, forces in eV/Å.

SMILES: CCN(CC)c1nc(-c2nnn[nH]2)nc(N(CC)CC)n1
energy relative to the best compared isomer or geometry (same formula, charge and spin): 74.3 kcal/mol
HOMO: -8.6 eV
DFT total energy: -26191.90552 eV
gap between HOMO and LUMO: 8.443 eV
E_LUMO: -0.19 eV

# C22H25HgN3O3

A structure of composition C22H25HgN3O3 at a distorted geometry (ωB97M-V/def2-TZVPD, the Open Molecules 2025 dataset).

```
54
Properties=species:S:1:pos:R:3:forces:R:3
C -0.66896 -1.94948 -5.76068 -0.17 0.01 -0.30
C -1.38696 -1.17838 -6.58658 0.40 -0.80 0.33
H -0.52716 -3.00228 -5.96258 -0.06 -0.04 -0.03
H -0.20016 -1.57238 -4.86428 0.11 0.18 -0.02
C -1.58786 0.25452 -6.32428 0.00 0.69 0.66
C -1.51936 0.75792 -5.08578 -0.02 0.03 -0.29
H -1.31526 0.15182 -4.21598 -0.12 -0.16 0.04
H -1.66856 1.81322 -4.90338 0.01 0.07 -0.06
C -2.00776 -1.77728 -7.81408 -0.02 0.02 -0.14
H -1.78126 -2.83758 -7.88548 0.02 -0.05 0.02
H -1.64326 -1.29518 -8.72138 0.01 0.04 -0.04
H -3.09226 -1.66628 -7.80718 -0.07 0.06 0.02
C -1.87586 1.16282 -7.48308 -0.09 0.00 -0.13
H -2.78506 0.86582 -8.00638 -0.03 -0.03 -0.03
H -1.06716 1.14592 -8.21388 0.06 -0.06 -0.05
H -2.00286 2.18902 -7.14948 -0.01 0.04 0.04
Hg 0.32844 0.21712 2.95312 -2.41 -0.54 -0.56
O 0.58024 -0.40908 1.08252 1.40 -0.60 -5.14
C 1.27884 0.01842 0.13832 -0.81 -0.57 0.99
O 1.62164 1.66012 2.52032 3.98 3.67 -2.55
C 2.26304 1.80762 1.48072 -0.49 0.23 1.31
O 3.15214 2.75982 1.36132 0.25 0.01 -0.47
N 2.16304 1.06332 0.31362 0.13 0.10 -0.02
C 3.84424 2.66442 0.07832 -0.18 0.03 0.40
C 3.03354 1.64902 -0.72648 -0.14 -0.10 0.05
H 4.85724 2.33782 0.28882 0.05 -0.05 -0.01
H 3.85624 3.65632 -0.35598 -0.01 0.04 -0.05
H 3.66934 0.89172 -1.17198 0.04 -0.06 -0.03
H 2.42864 2.11942 -1.49678 -0.04 0.04 -0.06
C 1.19424 -0.56488 -1.18978 -0.09 -0.27 -0.53
C 0.30704 -1.51938 -1.47898 0.13 0.20 0.16
H 1.85494 -0.19638 -1.95908 0.04 0.02 -0.04
H -0.38276 -1.89978 -0.74008 -0.01 0.00 0.12
H 0.24644 -1.93558 -2.47368 0.03 0.00 -0.06
C -3.20036 1.90962 4.69792 0.65 0.21 -1.40
C -3.13256 1.25412 5.93182 1.06 -1.16 0.66
C -2.10636 0.33932 6.19222 -1.20 1.03 -0.20
C -1.14246 0.08962 5.20202 1.53 -1.51 0.96
N -1.24546 0.75472 4.00402 -2.32 1.03 0.95
C -2.23106 1.64522 3.72782 -0.99 -0.24 2.14
C 0.03694 -0.84788 5.40292 -1.91 1.12 0.50
C 0.27104 -1.58648 6.58002 1.17 -0.88 0.17
C 1.40304 -2.40668 6.66062 -1.51 0.91 0.26
C 2.29314 -2.49348 5.58582 0.50 0.39 -1.44
C 2.04364 -1.74958 4.43282 -0.67 -0.71 2.32
N 0.93744 -0.96568 4.38272 1.77 -2.34 2.02
H -3.98876 2.62342 4.50282 0.06 -0.02 -0.09
H -3.87296 1.46112 6.69422 0.05 -0.05 -0.02
H -2.07076 -0.13978 7.15822 0.09 -0.09 -0.02
H -2.24986 2.15652 2.77522 0.21 -0.20 -0.06
H -0.39436 -1.53398 7.42822 -0.08 0.06 -0.05
H 1.59354 -2.97568 7.56192 -0.07 0.05 -0.02
H 3.17044 -3.12598 5.64832 -0.07 0.08 -0.07
H 2.71904 -1.79078 3.59042 -0.16 0.17 -0.16
```
Positions in Å, forces in eV/Å.

total charge: +1
HOMO (spin up / spin down): -7.4 / -10.6 eV
⟨S²⟩: 0.7661
DFT total energy: -37996.32712 eV
spin multiplicity: 2
gap between HOMO and LUMO (spin up / spin down): 3.212 / 6.426 eV
E_LUMO (spin up / spin down): -4.17 / -4.17 eV

DFT total energy of number 6 (C22H25HgN3O3)?
-37996.32712 eV